(1)
DFT (ωB97M-V with the def2-TZVPD basis set) results for 7 unconnected molecules or ions with the total composition C32H50BF6N2O24S in a non-equilibrium geometry.

XYZ file:
```
116
Properties=species:S:1:pos:R:3:forces:R:3:mulliken_charge:R:1
C 0.203694 6.806686 1.029442 -0.4 2.3 0.2 -0.431
O 1.287956 5.877703 0.675183 -2.3 -2.2 1.1 -0.517
B 1.019296 4.499988 1.146867 2.6 0.9 2.3 0.508
O 1.891973 4.021339 2.276840 -3.6 2.3 -2.1 -0.507
C -0.194749 3.517551 0.534789 1.8 -1.2 2.0 0.145
C -1.431831 3.638844 1.641261 0.2 1.5 -1.3 -0.123
S -1.332696 2.381598 3.029392 -1.4 1.2 8.8 1.104
O -0.165732 2.645113 4.042557 -2.9 -0.8 -4.8 -0.614
O -2.647861 2.472778 3.896652 3.8 -0.3 -4.4 -0.630
C 0.416709 2.003112 0.388942 0.2 -0.7 -0.4 -2.230
N -0.698478 1.032378 0.011549 0.2 0.6 -1.7 1.441
C -0.185161 -0.372668 -0.210548 0.6 -1.5 0.9 -1.159
C -0.490548 -1.340832 1.117763 0.5 0.3 -0.6 0.645
O -0.551945 -2.730515 0.563702 -0.4 1.2 1.8 -0.528
C -1.539128 1.544216 -1.136926 -1.4 0.5 -0.4 -0.546
O -2.934573 1.840982 -0.684615 1.5 -1.3 -0.9 0.141
C -3.744541 0.614289 -0.633062 -1.0 -1.1 1.2 -0.031
C -5.259612 0.957758 -0.035906 -0.1 -0.5 -0.2 -0.039
C -5.296814 0.696862 1.581927 1.0 -0.5 0.2 -0.644
C -5.852974 2.404259 -0.524921 -0.3 0.5 0.0 0.364
C -7.504738 2.340770 -0.425794 1.0 -0.8 0.0 -1.123
C -5.352964 3.698251 0.346493 0.4 0.6 -0.2 -0.669
C -0.984814 2.929681 -1.821736 -0.8 -1.2 -1.9 -1.146
N -0.577009 4.008765 -0.843717 -0.2 1.3 0.0 0.442
H 0.330990 7.181033 2.154408 -0.4 -1.1 -2.4 0.198
H 0.287552 7.801351 0.374628 0.0 -2.4 1.3 0.273
H -0.879511 6.400256 0.848360 2.0 0.5 0.4 0.163
H 1.691652 4.702450 3.010072 0.9 -1.4 -1.3 0.297
H -1.302982 4.708374 2.155458 -0.4 -2.6 -0.5 0.580
H -2.495823 3.648465 1.148351 1.9 -0.6 0.9 -0.344
H -1.245566 1.046755 2.602749 0.0 1.3 -0.6 0.025
H 0.950317 1.608004 1.373585 -1.3 1.2 -1.9 0.382
H 1.245414 1.949533 -0.461758 -1.4 0.5 1.7 0.429
H 0.973699 -0.314263 -0.361732 -2.0 -0.3 0.2 0.171
H -0.654737 -0.938138 -1.120937 0.7 1.4 1.6 0.353
H 0.434464 -1.243412 1.861103 -2.2 -0.2 -1.4 0.246
H -1.512728 -1.030544 1.636806 2.1 -0.6 -1.3 -0.241
H -0.871088 -3.369168 1.271071 0.6 1.5 -1.1 0.340
H -1.669462 0.765380 -2.026306 0.7 1.5 1.9 0.413
H -3.232639 -0.145084 0.131925 -1.0 1.5 -1.7 -0.293
H -3.848747 0.058571 -1.678420 0.4 1.5 1.9 0.243
H -5.968568 0.128044 -0.520447 1.5 1.8 1.0 0.235
H -6.362969 0.710587 2.065929 2.0 0.0 -1.1 0.385
H -4.819648 -0.380650 1.759539 -1.3 2.4 -0.4 0.051
H -4.610195 1.443043 2.197126 -1.4 -1.4 -1.4 0.041
H -5.523943 2.606803 -1.650435 -0.8 -0.6 2.3 0.241
H -7.742041 1.804042 0.602500 0.2 1.4 -2.1 0.221
H -7.997165 3.416118 -0.504574 1.0 -2.5 0.1 0.364
H -7.853126 1.610851 -1.277405 0.4 1.6 1.6 0.308
H -4.913031 3.452993 1.402431 -1.0 0.3 -1.9 0.094
H -4.494493 4.278408 -0.243758 -1.8 -1.2 1.2 -0.016
H -6.263007 4.442613 0.485151 2.0 -1.5 -0.2 0.392
H -0.043424 2.657610 -2.461194 -1.7 0.6 1.3 0.306
H -1.776418 3.430597 -2.561402 1.6 -1.4 1.7 0.360
H 0.241264 4.520364 -1.292953 -1.1 -0.6 1.0 0.471
H -1.317615 4.758126 -0.695534 0.8 -1.3 -0.6 0.562
C 3.690683 -3.259666 -0.148341 0.4 -1.0 -1.0 -0.259
C 4.046772 -1.839093 0.128919 0.5 0.2 -0.4 0.495
O 3.029836 -1.409484 1.005367 -0.1 -0.5 0.6 -0.227
C 2.644800 -2.530134 1.678095 -1.3 -1.1 2.0 0.678
O 1.986879 -2.519692 2.705178 1.3 0.1 -2.1 -0.627
O 3.092659 -3.668361 1.065449 -0.7 1.3 1.0 -0.299
F 3.979254 -1.096116 -0.998507 0.0 0.5 -0.3 -0.313
H 2.966081 -3.363550 -0.962925 0.1 0.3 0.1 0.051
H 4.567459 -3.870885 -0.378703 -0.4 0.1 0.2 0.278
H 5.023928 -1.706071 0.605353 -0.1 0.1 -0.2 0.294
C 1.279062 -5.574071 -4.976116 -0.5 -0.6 -1.1 -0.374
C 1.336933 -4.170595 -4.477515 -0.7 0.7 -0.2 0.349
O 1.923137 -4.297949 -3.201965 0.7 -0.6 -0.2 -0.235
C 2.720189 -5.399872 -3.286511 2.1 -1.2 1.8 0.546
O 3.594993 -5.675120 -2.482257 -2.0 0.7 -1.8 -0.514
O 2.424968 -6.155980 -4.387701 0.5 0.6 1.0 -0.336
F 0.093947 -3.660997 -4.326000 -0.1 0.2 0.3 -0.282
H 0.385510 -6.108049 -4.635790 0.0 0.3 0.0 0.287
H 1.327095 -5.630238 -6.066955 0.1 -0.1 0.2 0.232
H 1.942517 -3.499273 -5.095669 -0.2 0.0 0.1 0.322
C -1.521672 -2.618438 4.576326 1.5 -0.1 0.2 -0.431
C -2.667740 -3.024665 5.438420 -0.1 0.1 1.1 0.262
O -3.781657 -2.439546 4.803040 0.3 -0.3 -1.1 -0.279
C -3.448267 -2.384209 3.483017 -2.0 0.5 -2.0 0.500
O -4.249120 -2.197540 2.582096 2.0 -0.5 2.0 -0.632
O -2.106843 -2.571288 3.290518 -1.2 -0.1 -0.1 -0.101
F -2.553860 -2.490755 6.675204 -0.1 -0.2 0.1 -0.291
H -1.128624 -1.628897 4.832666 -0.2 -0.1 0.2 0.245
H -0.701343 -3.340574 4.607482 -0.1 0.1 -0.2 0.323
H -2.812522 -4.107810 5.511595 0.0 0.1 0.2 0.296
C -2.728994 -3.494394 -8.652522 -0.8 0.4 -0.9 -0.460
C -2.707518 -4.508890 -7.560717 -0.3 -0.9 -0.1 0.307
O -1.374659 -4.472753 -7.103483 0.1 1.0 0.0 -0.252
C -0.952720 -3.199120 -7.341179 2.5 1.5 0.9 0.635
O 0.042647 -2.703138 -6.840066 -2.2 -1.2 -1.4 -0.501
O -1.785853 -2.541700 -8.204407 0.8 -0.3 0.9 -0.321
F -2.957735 -5.745470 -8.046437 -0.1 -0.1 0.2 -0.270
H -2.403806 -3.901684 -9.615723 0.0 -0.2 0.2 0.286
H -3.715434 -3.040103 -8.778807 0.3 0.1 0.1 0.275
H -3.387576 -4.289493 -6.730715 0.0 -0.2 -0.1 0.288
C 4.315033 6.687376 2.929273 0.4 -0.7 -1.1 -0.339
C 3.182757 7.444524 3.534565 -0.1 0.2 0.3 0.432
O 3.666389 7.796014 4.811059 0.3 0.1 -0.7 -0.304
C 5.017138 7.897075 4.662950 2.8 1.5 2.4 0.522
O 5.754609 8.444480 5.465665 -2.0 -1.5 -2.1 -0.505
O 5.444634 7.316547 3.500320 -0.3 0.5 0.8 -0.319
F 2.100964 6.649385 3.693120 -0.8 -0.2 0.1 -0.337
H 4.311641 5.627592 3.205379 -0.2 0.1 0.1 0.264
H 4.332049 6.765739 1.838878 0.2 0.1 0.2 0.261
H 2.903138 8.349523 2.984737 -0.2 -0.1 0.1 0.276
C 7.675376 -6.933541 1.150634 0.1 -1.2 0.5 -0.441
C 8.525352 -5.970354 0.394649 0.6 -0.2 -0.8 0.337
O 7.641927 -4.912313 0.099705 -0.5 0.1 1.0 -0.277
C 6.733768 -4.915101 1.115535 -1.8 1.7 0.8 0.645
O 5.979856 -3.988449 1.362114 1.8 -2.0 -0.5 -0.550
O 6.775861 -6.080865 1.830167 -0.2 1.3 -0.4 -0.280
F 8.946815 -6.510662 -0.770726 0.2 0.1 -0.1 -0.281
H 7.112486 -7.606708 0.495356 0.2 0.2 -0.1 0.285
H 8.254928 -7.534582 1.856510 -0.2 0.2 0.0 0.262
H 9.381983 -5.588038 0.959925 0.0 0.0 -0.2 0.296
```
Positions in Å, forces in eV/Å.

Output
E_HOMO, eV: -12.22
Net charge: +1
Gap between HOMO and LUMO, eV: 9.02

(2)
DFT (ωB97M-V with the def2-TZVPD basis set) results for a molecular structure, C32H50Br2GeN4O4Sn in a non-equilibrium geometry.

XYZ file:
```
94
Properties=species:S:1:pos:R:3:forces:R:3:lowdin_spin:R:1
Sn -0.202258 0.072184 -0.368433 -0.2 -0.3 -0.4 0.002
C 4.101879 0.137681 -0.658649 -0.2 0.1 0.3 0.000
C 3.924705 0.232378 0.860642 0.7 -0.1 -0.3 0.000
C 4.113270 -1.119543 1.530819 -0.2 0.2 0.1 0.000
C 4.867262 1.273850 1.448241 -0.3 0.0 0.0 0.000
O 2.546342 0.663481 1.047092 0.0 0.6 0.8 0.000
Ge 1.811945 1.764016 2.186416 -1.1 -0.6 -1.8 0.000
O 0.420322 0.880580 2.731493 0.7 0.2 0.3 0.000
C -0.343625 1.042791 3.958418 -0.6 0.0 0.6 0.000
C 0.593803 0.861871 5.143570 0.1 0.0 -0.4 0.000
C -1.007046 2.411663 3.985997 0.2 -0.1 -0.2 0.000
C -1.389764 -0.073570 3.904114 0.3 0.1 -0.1 0.000
O 1.225084 3.234352 1.487172 0.2 -0.5 0.8 0.000
C 1.878459 4.349395 0.832724 0.3 0.9 -0.4 0.000
C 2.442777 3.906581 -0.510665 0.0 -0.2 0.2 0.000
C 0.760882 5.381287 0.645763 0.2 -0.3 0.1 0.000
C 2.970944 4.901676 1.740879 -0.2 -0.3 0.1 0.000
H 5.125703 -0.146881 -0.894506 0.0 0.0 0.0 0.000
H 3.415725 -0.606807 -1.062223 0.0 -0.1 -0.1 0.000
H 3.889718 1.100679 -1.123955 0.0 0.0 0.0 0.000
H 5.061971 -1.555854 1.222311 0.0 0.0 0.0 0.000
H 4.125608 -1.015597 2.617645 0.0 0.0 0.0 0.000
H 3.303177 -1.795900 1.254711 0.0 0.0 0.0 0.000
H 5.899659 0.931877 1.414331 0.0 0.0 0.0 0.000
H 4.801954 2.221215 0.911222 0.0 0.0 0.0 0.000
H 4.601295 1.437866 2.504002 0.1 0.0 0.1 0.000
H 1.328283 1.679800 5.145413 0.0 0.0 0.1 0.000
H 0.046326 0.888542 6.083012 0.0 0.0 0.0 0.000
H 1.129348 -0.085288 5.071326 -0.1 0.0 0.0 0.000
H -0.250635 3.200897 4.014070 -0.1 0.1 0.0 0.000
H -1.626775 2.558405 3.100163 0.0 0.0 0.0 0.000
H -1.635495 2.504007 4.869705 0.0 0.0 0.0 0.000
H -0.903001 -1.048434 3.870966 0.0 0.0 0.0 0.000
H -2.019622 -0.017468 4.789859 0.0 0.0 0.0 0.000
H -2.006642 0.041972 3.010791 -0.1 0.0 0.0 0.000
H 1.702091 3.319505 -1.059822 0.0 0.1 0.0 0.000
H 2.711470 4.775769 -1.108157 0.0 0.0 0.0 0.000
H 3.341880 3.302965 -0.373031 0.0 0.0 -0.1 0.000
H 0.009820 4.998112 -0.045908 0.0 0.1 0.0 0.000
H 0.286630 5.600682 1.601375 0.0 0.0 0.0 0.000
H 1.187781 6.298373 0.243241 -0.1 0.0 0.0 0.000
H 3.656076 4.087785 2.013857 0.1 0.1 0.0 0.000
H 3.543760 5.676185 1.235545 0.0 0.0 0.0 0.000
H 2.545464 5.318367 2.653948 0.0 0.0 0.0 0.000
Br -0.506416 0.129195 -5.656593 -0.2 0.2 0.1 0.060
C -1.458083 1.280074 -4.540291 0.3 -0.3 -0.1 0.149
C -2.311870 2.232828 -5.056983 0.0 0.0 0.0 -0.007
C -3.009425 3.092232 -4.215739 -0.2 0.2 -0.3 0.219
Br -4.126508 4.373372 -4.989324 0.3 -0.3 0.2 0.113
C -2.876573 3.001043 -2.787047 0.1 0.0 0.3 0.025
C -3.544589 3.829677 -1.870379 0.0 0.0 0.0 0.017
C -3.347029 3.641879 -0.521612 0.0 -0.1 0.0 0.010
C -2.479967 2.631197 -0.098411 0.0 0.1 0.1 0.006
N -1.827128 1.848329 -0.941147 -0.2 0.1 -0.2 0.021
C -2.017491 2.024936 -2.258524 -0.3 0.3 -0.1 0.051
C -1.258947 1.140849 -3.126292 -0.3 0.3 -0.1 0.140
O -0.468770 0.309966 -2.623117 0.4 -0.7 0.6 0.193
H -2.436524 2.314948 -6.128134 0.0 0.0 0.0 -0.003
H -4.201893 4.610051 -2.229060 0.0 0.0 0.0 0.001
H -3.853538 4.261788 0.204456 0.0 0.0 0.0 0.000
H -2.301856 2.454496 0.956104 0.0 0.0 0.0 0.000
C -4.536523 -3.685486 -0.294150 0.1 0.0 -0.1 0.000
C -4.411226 -2.439106 0.596382 -0.5 -0.3 0.3 0.000
C -4.237549 -2.844571 2.074519 0.1 0.1 0.0 0.000
C -5.636568 -1.516873 0.450532 0.1 0.0 -0.1 0.000
C -3.231836 -1.685522 0.209060 0.4 0.2 -0.1 0.000
N -2.296648 -1.079284 -0.070930 0.5 0.2 -0.2 0.003
H -5.460694 -4.202615 -0.040963 0.0 0.0 0.0 0.000
H -3.703875 -4.368523 -0.128153 0.0 0.0 0.0 0.000
H -4.571712 -3.423395 -1.351298 0.0 0.0 0.0 0.000
H -5.115595 -3.412439 2.378134 0.0 0.0 0.0 0.000
H -4.162606 -1.965627 2.715192 0.0 0.0 0.0 0.000
H -3.354846 -3.467191 2.217995 0.0 0.0 0.0 0.000
H -6.510323 -2.038651 0.838019 0.0 0.0 0.0 0.000
H -5.828019 -1.258733 -0.590438 0.0 0.0 0.0 0.000
H -5.505914 -0.600816 1.027132 0.0 0.0 0.0 0.000
N 0.686909 -1.998536 -1.048612 -0.3 0.2 -0.1 0.001
C 1.187679 -2.811854 -1.717961 0.1 0.1 0.1 0.000
N 1.740712 -3.699758 -2.464197 0.0 0.2 -0.1 0.000
C 1.074663 -4.149284 -3.701529 -0.1 -0.3 -0.3 0.000
C 0.710255 -5.649044 -3.595879 0.0 0.1 0.2 0.000
C 1.007487 -6.177794 -2.191174 0.2 -0.1 -0.2 0.000
C 2.490519 -5.984777 -1.866626 -0.2 0.1 0.1 0.000
C 2.897256 -4.499617 -2.034090 0.3 -0.4 0.1 0.000
H 1.768400 -3.976825 -4.526250 0.0 0.1 0.1 0.000
H 0.197924 -3.524799 -3.863781 0.0 0.0 0.1 0.000
H 1.292650 -6.221339 -4.317781 0.0 0.0 0.0 0.000
H -0.341221 -5.789488 -3.841848 0.0 0.0 0.0 0.000
H 0.762394 -7.237272 -2.141531 -0.1 0.0 0.1 0.000
H 0.387913 -5.660474 -1.453136 0.0 -0.1 0.0 0.000
H 3.083098 -6.601447 -2.541848 0.0 0.0 0.0 0.000
H 2.704458 -6.317642 -0.852071 0.0 0.0 0.0 0.000
H 3.661560 -4.398669 -2.806075 0.0 0.1 0.0 0.000
H 3.291362 -4.080881 -1.110071 0.0 0.1 0.0 0.000
```
Positions in Å, forces in eV/Å.

Output
Multiplicity: 2
E_HOMO (spin up / spin down), eV: -15.93 / -16.40
⟨S²⟩: 0.775
Net charge: +3
Gap between HOMO and LUMO (spin up / spin down), eV: 5.40 / 5.87
Energy relative to the best compared isomer or geometry (same formula, charge and spin), kJ/mol: 104.4

Total energy? In order: -4186.40310; -9207.71274 Ha.